Entry 1:
The following is a DFT calculation (wB97M-V/def2-TZVPD) of 10 unconnected molecules or ions with the total composition C30H42F8O32P2 at a distorted geometry.

## Properties
* spin multiplicity: 1
* HOMO-LUMO gap: 10.82 eV
* SMILES string: O=C1OC[C@@H](F)O1.O=C1OC[C@@H](F)O1.O=C1OC[C@@H](F)O1.O=C1OC[C@@H](F)O1.O=C1OC[C@@H](F)O1.O=C1OC[C@@H](F)O1.O=C1OC[C@@H](F)O1.O=C1OC[C@@H](F)O1.COP(=O)(OC)OC.COP(=O)(OC)OC
* energy relative to the best compared isomer or geometry (same formula, charge and spin): 15.7 kcal per mole
* LUMO: 0.39 eV

Geometry (Å):
1 P -1.470 2.125 -5.015
2 P -3.559 -3.097 2.495
3 F -4.590 -0.033 -1.879
4 F 1.544 -3.015 2.551
5 F -3.903 2.169 0.783
6 F 2.370 4.167 1.368
7 F 2.617 -1.776 -5.675
8 F 0.302 2.420 4.247
9 F 4.947 -1.457 -2.630
10 F 5.851 1.652 4.354
11 O 0.503 0.485 6.616
12 O -3.799 -1.545 2.260
13 O 0.979 -0.906 0.440
14 O 2.408 -3.780 -4.654
15 O -4.341 -3.790 1.345
16 O 5.685 -1.410 3.240
17 O -1.644 2.439 -6.535
18 O 3.306 -4.459 -2.703
19 O -1.590 -0.490 -1.678
20 O 2.369 -0.485 5.918
21 O -4.662 2.969 4.841
22 O -2.510 0.904 -4.865
23 O 4.908 0.597 2.620
24 O -1.466 -2.698 -2.105
25 O 5.449 -0.907 1.025
26 O 6.346 1.537 -2.240
27 O -3.334 -1.778 -1.150
28 O 1.703 1.921 -0.775
29 O 5.098 2.713 -3.649
30 O -4.553 3.303 2.621
31 O -4.355 -3.485 3.792
32 O -0.110 1.388 -4.741
33 O -0.253 -1.809 2.034
34 O -2.836 2.406 3.653
35 O 0.610 2.937 0.844
36 O -0.486 2.575 -1.119
37 O 5.085 0.426 -3.805
38 O -2.164 -3.428 2.577
39 O 1.854 -2.733 -2.794
40 O -1.763 3.233 -4.116
41 O 0.801 0.252 4.488
42 O -0.357 0.399 1.700
43 C -3.795 -0.487 -0.925
44 C -3.588 3.201 1.607
45 C 5.817 -0.576 -3.233
46 C -3.202 -0.644 3.245
47 C -3.908 1.180 -4.728
48 C 0.983 2.221 -4.251
49 C -4.052 2.887 3.831
50 C 5.142 -0.776 4.414
51 C -2.570 0.305 -0.853
52 C 6.721 0.139 -2.203
53 C -2.321 2.735 2.360
54 C -0.570 1.159 6.040
55 C 1.918 2.916 1.258
56 C 2.680 2.111 0.249
57 C 5.422 -0.599 2.171
58 C 1.148 -2.360 0.293
59 C 2.602 -3.744 -3.292
60 C 1.331 0.052 5.713
61 C 1.085 -2.119 -3.834
62 C -0.222 1.183 4.581
63 C 5.469 1.648 -3.244
64 C 4.900 0.698 3.998
65 C -1.236 3.586 -7.216
66 C 0.546 -2.865 1.559
67 C -5.810 -3.617 3.728
68 C 0.095 -0.662 1.395
69 C -2.055 -1.716 -1.682
70 C -3.709 -4.529 0.232
71 C 0.500 2.460 -0.425
72 C 1.757 -2.621 -5.122
73 H 3.617 2.499 -0.088
74 H 2.869 1.110 0.621
75 H -4.305 0.349 -4.131
76 H -3.878 -0.469 4.076
77 H -4.440 1.245 -5.719
78 H 2.211 -2.538 0.144
79 H -3.990 2.023 -4.054
80 H -1.776 1.891 1.883
81 H 6.402 -0.979 -4.030
82 H 1.973 2.472 2.240
83 H -0.644 2.191 6.461
84 H 1.036 -1.093 -3.723
85 H -3.527 4.137 1.025
86 H -0.281 3.892 -6.980
87 H 1.635 2.407 -5.105
88 H -4.249 -5.475 0.248
89 H -0.031 -3.788 1.465
90 H 7.828 0.022 -2.424
91 H 1.472 1.583 -3.526
92 H -2.299 -1.120 3.584
93 H -2.923 0.239 2.636
94 H 3.997 1.087 4.302
95 H 0.646 -2.626 -0.610
96 H -0.972 0.901 3.896
97 H -2.016 0.382 0.127
98 H -4.040 -3.975 -0.633
99 H -1.371 3.384 -8.280
100 H -2.601 -4.671 0.255
101 H -1.550 0.677 6.231
102 H -6.091 -3.783 4.772
103 H 6.516 -0.227 -1.169
104 H -1.975 4.345 -6.979
105 H -1.649 3.546 2.416
106 H -6.248 -2.675 3.337
107 H 0.605 3.091 -3.666
108 H -6.089 -4.482 3.152
109 H 5.833 -0.925 5.215
110 H 4.176 -1.290 4.528
111 H 0.991 -2.819 -5.871
112 H -2.673 1.309 -1.286
113 H 0.086 -2.513 -3.714
114 H -4.346 -0.428 0.027



Entry 2:
The following is a DFT calculation (wB97M-V/def2-TZVPD) of a molecular structure, C30H43F5GaP2S at a distorted geometry.

## Properties
* charge: +1
* spin multiplicity: 1
* HOMO-LUMO gap: 2.99 eV
* energy relative to the best compared isomer or geometry (same formula, charge and spin): 168.9 kcal per mole
* LUMO: -6.17 eV

Geometry (Å):
1 Ga -0.096 -2.331 -3.250
2 S -2.049 1.344 1.865
3 P -1.430 2.059 -1.253
4 P 0.776 2.292 -0.261
5 F -1.125 3.249 6.531
6 F -0.332 5.651 5.462
7 F -0.626 6.113 2.760
8 F -2.139 1.296 4.919
9 F -1.686 4.222 1.170
10 C 0.260 0.367 -4.094
11 C -1.177 -4.236 2.039
12 C -1.713 2.461 4.364
13 C -0.851 4.697 4.668
14 C -0.673 -0.487 -3.259
15 C 1.205 -3.236 2.141
16 C -3.087 2.781 -1.012
17 C -1.776 2.615 2.951
18 C 1.009 -0.301 4.444
19 C -0.415 -1.832 -6.056
20 C -0.170 -3.256 2.497
21 C -1.238 3.464 5.201
22 C -0.401 -2.185 3.406
23 C 1.610 -0.361 -4.351
24 C -1.500 3.926 2.495
25 C -0.075 -3.298 -1.552
26 C 3.220 -1.699 2.633
27 C -1.770 -1.467 -5.388
28 C 1.887 -4.225 1.284
29 C 0.490 -2.571 -5.075
30 C -1.003 4.932 3.301
31 C 1.474 -1.874 -4.306
32 C 2.003 1.130 -0.924
33 C 0.737 3.625 -1.534
34 C -1.671 -1.862 4.083
35 C 0.818 -1.474 3.567
36 C -1.666 -1.301 -3.881
37 C 1.533 3.015 1.208
38 C 1.806 -2.108 2.764
39 C -0.710 3.516 -2.095
40 H 2.976 -4.149 1.400
41 H 1.558 0.388 -1.596
42 H -2.181 -3.797 2.081
43 H 2.781 1.684 -1.467
44 H 2.334 -0.046 -3.578
45 H -0.980 -4.548 1.006
46 H -3.043 3.396 -0.109
47 H 2.010 -0.039 -5.323
48 H -1.295 4.419 -1.857
49 H 0.432 0.562 4.082
50 H 1.057 3.965 1.477
51 H -2.476 -2.289 -5.602
52 H 1.593 -5.248 1.561
53 H 0.420 1.336 -3.600
54 H -1.512 -1.706 5.159
55 H 1.400 2.318 2.043
56 H 3.596 -1.904 1.623
57 H 1.641 -4.097 0.219
58 H -2.192 -0.573 -5.861
59 H -0.203 0.600 -5.061
60 H 0.213 -4.332 -1.760
61 H 0.644 -2.813 -0.873
62 H -0.908 -0.068 -2.261
63 H -3.338 3.389 -1.889
64 H 0.661 -0.513 5.467
65 H 2.607 3.172 1.022
66 H 2.394 -2.411 -4.036
67 H -1.070 -3.253 -1.095
68 H 3.870 -2.238 3.340
69 H 3.336 -0.628 2.835
70 H 2.457 0.591 -0.084
71 H -1.185 -5.140 2.667
72 H -0.632 -2.472 -6.927
73 H -3.804 1.961 -0.886
74 H 1.506 3.444 -2.297
75 H -2.397 -2.671 3.958
76 H 0.672 -3.616 -5.342
77 H -2.626 -1.399 -3.360
78 H -0.739 3.369 -3.186
79 H 2.064 -0.015 4.494
80 H 0.084 -0.938 -6.465
81 H -2.111 -0.938 3.681
82 H 0.936 4.598 -1.062



Entry 3:
The following is a DFT calculation (wB97M-V/def2-TZVPD) of a molecular structure, C30H43F5OP2W at a distorted geometry.

## Properties
* charge: +2
* spin multiplicity: 3
* HOMO-LUMO gap (alpha / beta): 6.79 / 3.89 eV
* LUMO (alpha / beta): -5.95 / -8.70 eV

Geometry (Å):
1 W 0.335 0.215 -0.255
2 P -1.088 -0.681 -7.016
3 P -0.853 1.910 -8.384
4 F -2.779 -2.517 4.501
5 F -4.279 -6.935 3.729
6 F -4.077 -6.566 1.031
7 F -3.731 -4.900 5.471
8 F -3.142 -4.190 0.060
9 O -2.334 -2.267 1.821
10 C -0.825 3.095 0.636
11 C -1.178 -0.792 -8.910
12 C -1.702 0.647 2.432
13 C -1.637 3.244 -9.394
14 C 0.759 -0.064 1.932
15 C 1.555 -2.519 -0.978
16 C -3.769 -5.554 1.873
17 C 1.817 -0.095 -1.926
18 C -0.373 0.806 1.780
19 C -3.306 -4.363 1.386
20 C -1.015 -1.479 -2.379
21 C -0.524 -0.162 -3.056
22 C 1.882 0.526 1.247
23 C 2.079 -1.562 -2.084
24 C 3.292 0.027 1.293
25 C 0.761 1.997 -9.289
26 C -1.528 0.560 -9.508
27 C -3.124 -3.512 3.657
28 C -2.609 -1.696 -6.776
29 C 0.047 1.946 1.004
30 C 2.310 2.799 -0.005
31 C -3.887 -5.748 3.254
32 C -0.850 -1.603 -0.892
33 C 0.323 -2.090 -0.253
34 C -3.589 -4.705 4.144
35 C 0.641 0.546 -2.437
36 C 1.453 1.795 0.695
37 C -2.908 -3.294 2.257
38 C 0.793 -1.257 2.831
39 C 0.210 -1.971 -6.838
40 H 1.233 2.947 -9.018
41 H -0.351 -0.401 -4.119
42 H -2.534 -2.609 -7.382
43 H -2.097 -1.515 -2.571
44 H -1.721 1.136 3.420
45 H -2.494 1.085 1.813
46 H 3.151 2.310 -0.511
47 H 0.686 1.626 -2.610
48 H 3.170 -1.701 -2.096
49 H 0.312 -2.238 -5.779
50 H 1.419 1.170 -9.005
51 H 3.849 0.237 0.371
52 H 1.729 3.356 -0.752
53 H -0.053 -2.855 -7.434
54 H 1.704 -1.921 -3.049
55 H -0.162 -1.797 2.805
56 H -1.366 0.541 -3.032
57 H -0.582 -2.351 -2.895
58 H 3.333 -1.052 1.470
59 H 2.707 0.540 -1.814
60 H -0.195 -1.138 -9.272
61 H -2.618 0.709 -9.587
62 H -1.937 -1.539 -9.191
63 H -1.422 3.093 -10.459
64 H -3.477 -1.107 -7.102
65 H -0.874 3.872 1.407
66 H 0.959 -0.909 3.862
67 H 2.724 3.525 0.711
68 H -1.772 -1.698 -0.299
69 H 1.379 -3.484 -1.470
70 H -2.718 3.230 -9.228
71 H -2.719 -1.946 -5.715
72 H 3.820 0.519 2.122
73 H 0.154 -2.556 0.716
74 H 2.344 -2.681 -0.227
75 H 1.600 -1.951 2.575
76 H -0.484 3.573 -0.284
77 H -1.229 4.203 -9.060
78 H -1.084 0.677 -10.511
79 H 1.160 -1.553 -7.196
80 H 0.571 1.973 -10.371
81 H -1.849 2.750 0.476
82 H -1.926 -0.418 2.565



Entry 4:
The following is a DFT calculation (wB97M-V/def2-TZVPD) of a molecular structure, C30H43F5P2SY at a distorted geometry.

## Properties
* charge: +1
* spin multiplicity: 1
* HOMO-LUMO gap: 6.77 eV
* energy relative to the best compared isomer or geometry (same formula, charge and spin): 20.9 kcal per mole
* LUMO: -4.04 eV

Geometry (Å):
1 Y 0.729 -1.629 -0.853
2 S 3.071 -0.627 -1.600
3 P -3.721 -0.482 -2.659
4 P -2.665 2.311 -1.614
5 F 7.517 -1.738 0.684
6 F 5.896 2.779 0.900
7 F 5.488 -2.363 -0.964
8 F 3.612 1.995 -0.410
9 F 7.906 0.937 1.280
10 C 4.387 -0.263 -0.549
11 C -4.261 1.062 -3.599
12 C -4.097 2.362 -2.822
13 C -1.333 2.906 -2.742
14 C 3.338 -4.131 -0.259
15 C 5.441 -1.172 -0.295
16 C -1.918 1.949 1.734
17 C 5.709 1.482 0.566
18 C 4.559 1.067 -0.101
19 C 0.257 2.743 0.469
20 C -0.171 -3.324 0.613
21 C 0.479 -2.308 1.361
22 C 1.685 2.321 2.488
23 C 0.602 1.963 3.462
24 C 1.912 -2.431 1.106
25 C -3.053 3.919 -0.780
26 C -5.054 -0.393 -1.366
27 C 2.067 -3.482 0.135
28 C -0.498 3.081 3.428
29 C 6.558 -0.819 0.454
30 C -1.809 2.635 2.882
31 C 0.496 -4.887 -1.366
32 C 6.715 0.530 0.812
33 C -1.624 -3.633 0.650
34 C 2.876 -2.124 2.166
35 C -0.186 -1.436 2.364
36 C -4.761 -1.624 -3.734
37 C 1.474 2.972 1.327
38 C 0.781 -3.972 -0.228
39 C -0.695 1.582 0.937
40 H -5.296 0.948 -3.952
41 H -3.629 1.077 -4.494
42 H -1.828 -4.464 1.348
43 H -0.882 -0.711 1.913
44 H 4.093 -4.136 0.547
45 H -3.945 3.217 -3.498
46 H -1.589 2.693 -3.787
47 H 0.554 -0.910 2.976
48 H 3.133 -5.165 -0.575
49 H -0.979 0.958 0.058
50 H -4.710 0.195 -0.517
51 H -0.300 3.679 0.347
52 H -0.431 2.348 -2.484
53 H -0.567 3.420 4.462
54 H -1.149 3.975 -2.596
55 H -2.688 2.903 3.487
56 H -4.243 -1.827 -4.674
57 H 2.197 3.680 0.932
58 H -3.066 3.790 0.294
59 H -0.123 3.987 2.896
60 H 1.042 1.799 4.456
61 H -2.161 -2.756 1.013
62 H -0.445 -5.439 -1.231
63 H 2.685 2.123 2.829
64 H -5.752 -1.197 -3.938
65 H -4.035 4.312 -1.061
66 H -5.239 -1.407 -1.005
67 H 1.324 -5.588 -1.552
68 H -2.910 1.655 1.364
69 H 3.264 -1.093 2.091
70 H 0.125 1.010 3.241
71 H -1.983 -3.894 -0.348
72 H 3.794 -3.634 -1.106
73 H -0.815 -2.005 3.047
74 H -5.981 0.031 -1.759
75 H -5.004 2.574 -2.251
76 H -0.021 0.936 1.521
77 H 0.363 -4.324 -2.318
78 H 3.720 -2.828 2.114
79 H 2.366 -2.266 3.129
80 H 0.601 2.488 -0.550
81 H -4.886 -2.595 -3.219
82 H -2.310 4.680 -1.031



Entry 5:
The following is a DFT calculation (wB97M-V/def2-TZVPD) of a molecular structure, C30H44Br2MgN2P2 at a distorted geometry.

## Properties
* charge: +2
* spin multiplicity: 1
* HOMO-LUMO gap (alpha / beta): 4.87 / 4.86 eV
* energy relative to the best compared isomer or geometry (same formula, charge and spin): 38.5 kcal per mole
* LUMO (alpha / beta): -7.86 / -7.87 eV

Geometry (Å):
1 Br -2.941 -1.704 5.644
2 Br 3.316 3.530 -1.756
3 P -0.626 -1.862 0.274
4 P 3.024 -0.627 0.444
5 Mg -2.241 0.485 0.435
6 N -1.780 0.658 2.446
7 N -5.773 4.425 -4.037
8 C 0.777 3.169 -0.635
9 C -1.340 -4.430 1.563
10 C 4.003 0.895 0.870
11 C -4.494 2.472 -3.440
12 C -0.130 1.413 -2.584
13 C 1.606 2.860 -1.711
14 C -2.237 -0.267 4.611
15 C 3.798 -1.898 1.558
16 C 3.895 -1.051 -1.175
17 C 5.163 -1.885 -1.167
18 C -3.456 -1.811 0.337
19 C -4.332 2.907 -2.086
20 C -5.656 4.854 -2.777
21 C -3.478 2.232 -1.133
22 C 5.132 -1.560 2.219
23 C -0.449 -3.181 1.585
24 C -1.266 1.931 4.398
25 C -1.199 1.745 3.021
26 C -2.244 -2.266 -0.494
27 C 0.578 -2.568 -0.939
28 C -5.204 3.255 -4.353
29 C -1.841 0.934 5.199
30 C 0.243 -2.369 -2.410
31 C -0.975 1.761 -1.526
32 C -0.476 2.572 -0.475
33 C 5.459 1.045 0.401
34 C -2.415 1.339 -1.511
35 C 1.160 1.937 -2.690
36 C -2.054 -0.422 3.238
37 C -4.956 4.151 -1.791
38 H -0.863 2.846 4.839
39 H -0.889 -5.170 2.246
40 H -0.630 2.413 2.367
41 H -4.809 4.621 -0.820
42 H -2.363 -4.234 1.923
43 H 5.408 -2.165 -2.200
44 H -3.842 -2.668 0.905
45 H 0.189 -1.305 -2.680
46 H 6.021 -1.317 -0.778
47 H 3.979 0.920 1.970
48 H 6.144 0.341 0.896
49 H -0.714 -2.835 -2.676
50 H 1.550 -2.079 -0.721
51 H -6.129 5.819 -2.554
52 H 3.402 1.748 0.515
53 H 1.033 -2.835 -3.015
54 H 3.019 -2.099 2.313
55 H 3.129 -1.478 -1.838
56 H 5.575 0.951 -0.691
57 H -1.407 -4.902 0.572
58 H -4.019 1.561 -3.793
59 H 0.670 -3.642 -0.699
60 H -2.131 -1.407 2.764
61 H -0.575 0.804 -3.372
62 H 1.108 3.847 0.134
63 H 0.606 -3.494 1.509
64 H -2.236 -3.353 -0.659
65 H 5.282 -2.224 3.083
66 H -1.062 2.709 0.437
67 H -4.261 -1.442 -0.317
68 H 3.895 -2.798 0.938
69 H -5.307 2.938 -5.394
70 H 4.099 -0.056 -1.583
71 H -2.258 -1.782 -1.485
72 H 5.984 -1.732 1.535
73 H 1.791 1.643 -3.515
74 H -1.932 1.040 6.274
75 H -0.561 -2.670 2.553
76 H 5.070 -2.819 -0.603
77 H 5.789 2.063 0.664
78 H -3.286 -1.061 1.155
79 H -2.682 0.575 -2.266
80 H -3.571 2.591 -0.092
81 H 5.188 -0.533 2.607